Arrangement P

Entry from the OMol25 dataset: a 2-piece molecular cluster, C4H12N4 overall (ωB97M-V with the def2-TZVPD basis set).

Calculated values
SMILES: C[C@@H](N)N=C=N.CN
Frontier orbital gap: 9.6784 eV
2S+1: 1
HOMO: -0.320 Ha
Lowest unoccupied orbital energy: 0.96 eV
Net charge: 0

Geometry (Å):
C: 1.1509 0.6970 2.4318
C: 1.4850 0.7540 0.9414
N: 2.5772 -0.1530 0.6596
N: 0.3104 0.4770 0.1347
C: -0.3169 -0.5829 0.0880
N: -0.4931 -1.7910 0.0125
H: 2.0425 0.9201 3.0124
H: 0.7979 -0.3001 2.6910
H: 0.3735 1.4188 2.6719
H: 1.8106 1.7647 0.6699
H: 2.8275 -0.1178 -0.3221
H: 2.3031 -1.1063 0.8782
H: -1.4004 -2.2170 0.0701
C: -1.8158 -0.2730 -2.4762
N: -1.9884 0.2912 -1.1457
H: -2.1154 -1.3216 -2.4620
H: -0.7563 -0.2308 -2.7282
H: -2.3898 0.2520 -3.2487
H: -1.4359 1.1797 -0.9928
H: -2.9666 0.3390 -0.8859



Arrangement Q

Entry from the OMol25 dataset: C4H12N4 as an isolated structure (ωB97M-V with the def2-TZVPD basis set).

Calculated values
Frontier orbital gap: 9.3797 eV
2S+1: 1
HOMO: -0.317 Ha
Lowest unoccupied orbital energy: 0.75 eV
Net charge: 0

Geometry (Å):
C: -0.5613 -0.4651 0.1973
C: 1.0313 1.4035 0.2412
C: -1.1692 -0.0988 1.5314
N: 0.7577 -0.0027 -0.0076
N: -0.7968 -1.7468 -0.2763
N: -1.5740 0.2730 -1.1951
C: 1.7266 -0.8008 -0.6080
N: 2.9134 -0.4997 -0.9314
H: -1.2229 -1.3870 -1.2508
H: -1.5600 -2.1818 0.2284
H: -2.3445 0.8737 -0.9102
H: -1.1022 0.7387 -1.9682
H: 3.1738 0.4652 -0.7360
H: 1.3817 -1.8119 -0.7813
H: 1.4731 1.5639 1.2276
H: 1.7206 1.7820 -0.5148
H: 0.1078 1.9725 0.1477
H: -1.0074 0.9439 1.7888
H: -0.7100 -0.7202 2.3046
H: -2.2378 -0.3014 1.5126



arrangement P takes first place; second place is 61.0 kJ/mol up.



Arrangement P

Entry from the OMol25 dataset: a single C4H12N4 molecule (ωB97M-V with the def2-TZVPD basis set).

Calculated values
SMILES: CNN=C(CN)CN
Frontier orbital gap: 9.1382 eV
2S+1: 1
HOMO: -0.303 Ha
Lowest unoccupied orbital energy: 0.88 eV
Net charge: 0

Geometry (Å):
C: 2.8251 0.5245 -1.4540
N: 1.7639 -0.3184 -0.8317
N: 0.4422 0.0937 -0.9409
C: -0.5433 -0.3388 -0.2180
C: -0.5604 -1.2152 0.9091
N: 0.2933 -0.8640 2.1435
C: -1.9928 0.3897 -0.4824
N: -2.1667 1.4538 0.5770
H: 2.8730 0.5561 -2.5278
H: 2.6245 1.6799 -1.1760
H: 3.7644 0.1212 -0.8973
H: 2.1539 -0.6152 0.1536
H: -0.4510 -2.3894 0.4431
H: -1.7817 -1.2048 0.9554
H: 0.0115 0.0680 2.4467
H: -0.0396 -1.5410 3.0939
H: -2.2898 0.7768 -1.6828
H: -2.7755 -0.3559 -0.2670
H: -3.1018 1.8627 0.1207
H: -1.6882 2.3252 0.1731



Arrangement Q

Entry from the OMol25 dataset: C4H12N4 as an isolated structure (ωB97M-V with the def2-TZVPD basis set).

Calculated values
Frontier orbital gap: 8.7603 eV
2S+1: 1
HOMO: -0.287 Ha
Lowest unoccupied orbital energy: 0.94 eV
Net charge: 0

Geometry (Å):
C: -1.8593 -1.0035 0.3779
N: -0.4516 -0.6998 0.4969
C: 0.7088 -1.1210 -0.9304
N: 1.9123 -1.5113 -0.6643
H: -0.0292 -1.0160 1.3622
H: 1.9831 -2.5241 -0.6686
H: -0.0354 -1.6720 -1.5168
H: -2.3799 -0.0941 0.0425
H: -2.2950 -1.3372 1.3215
H: -2.0382 -1.7862 -0.3731
C: 0.9684 1.4032 1.0823
C: -0.0437 1.0042 0.0252
N: 0.6518 0.3663 -1.2032
N: -1.0394 1.7416 -0.3859
H: 1.6053 0.6985 -1.3557
H: 0.0557 0.6226 -1.9921
H: -1.3418 2.3905 0.3340
H: 1.4544 2.3388 0.7943
H: 1.7304 0.6356 1.2288
H: 0.4435 1.5637 2.0245



arrangement Q takes first place; second place is 207.6 kJ/mol up.



Arrangement P

Entry from the OMol25 dataset: a 2-piece molecular cluster, C2H6NO3 overall (ωB97M-V with the def2-TZVPD basis set).

Calculated values
Frontier orbital gap: 7.8349 eV
2S+1: 1
HOMO: -0.149 Ha
Lowest unoccupied orbital energy: 3.77 eV
Net charge: -1

Geometry (Å):
C: -0.3068 0.7113 -1.2882
N: -0.0268 -0.0971 -0.0646
C: 0.5555 0.7087 0.9624
O: 0.0790 0.3641 2.0779
O: 1.1852 1.6994 0.5883
H: -0.4984 0.1802 -2.1782
H: 0.7547 1.1873 -1.5502
H: -1.0236 1.5463 -1.0972
H: -0.7905 -0.5799 0.3698
H: -0.3973 -3.0048 -2.0287
H: -0.6219 -2.1991 -0.7934
O: -1.1051 -2.6847 -1.4556



Arrangement Q

Entry from the OMol25 dataset: a 2-piece molecular cluster, C2H6NO3 overall (ωB97M-V with the def2-TZVPD basis set).

Calculated values
Frontier orbital gap: 8.6538 eV
2S+1: 1
HOMO: -0.161 Ha
Lowest unoccupied orbital energy: 4.28 eV
Net charge: -1

Geometry (Å):
O: 0.9862 -1.0467 2.0947
C: 0.3249 -0.7558 1.0825
O: 0.0316 -1.5337 0.1178
C: -0.1390 0.7255 1.0662
N: -0.6895 1.3054 -0.1862
H: -0.8901 0.7975 1.8580
H: 0.7582 1.2439 1.4185
H: -0.8555 0.5038 -0.7937
H: 0.0704 1.8352 -0.5915
H: 0.5205 -0.8107 -1.3476
H: -0.5325 -1.2410 -2.3875
O: 0.4145 -1.0234 -2.3314



Arrangement R

Entry from the OMol25 dataset: C2H6NO3 as an isolated structure (ωB97M-V with the def2-TZVPD basis set).

Calculated values
Frontier orbital gap: 9.0416 eV
2S+1: 1
HOMO: -0.180 Ha
Lowest unoccupied orbital energy: 4.14 eV
Net charge: -1

Geometry (Å):
O: -1.5655 -0.7633 1.0489
C: -0.3454 -0.5794 0.8549
N: 0.3785 -0.1608 -0.1194
C: 2.1933 0.3745 -0.4161
O: 2.9911 0.1229 -1.3306
H: 0.2818 -1.1297 1.6261
H: 0.1841 -0.0018 -1.1290
H: 2.4168 -0.0037 0.6527
H: 1.7365 1.2953 -0.3288
H: -2.5458 0.7025 -0.8519
H: -2.4792 -0.1602 0.3519
O: -3.2461 0.3037 -0.3589



arrangement Q takes first place; second place is 37.5 kJ/mol up.